Arrangement w

Formula: C3H5N3O
Source: the Open Molecules 2025 dataset
Level of theory: ωB97M-V/def2-TZVPD

Summary:
Total charge = 0
SMILES = Nc1nc(O)c[nH]1
HOMO level = -7.75 eV
LUMO = 0.841 eV
Kohn-Sham gap = 0.31589 Eh

Atoms and positions in Å:
N -1.900 -0.594 0.894
C -0.710 -0.168 0.315
N 0.386 -0.884 0.321
C 1.333 -0.091 -0.266
O 2.569 -0.619 -0.389
C 0.826 1.114 -0.650
N -0.527 1.038 -0.268
H -1.775 -1.565 1.162
H -2.703 -0.507 0.284
H 2.442 -1.498 0.003
H 1.232 1.965 -1.175
H -1.172 1.810 -0.230

***

Arrangement x

Formula: C3H5N3O
Source: the Open Molecules 2025 dataset
Level of theory: ωB97M-V/def2-TZVPD

Summary:
Total charge = 0
SMILES = [H]/N=C(\C=O)NN=C
HOMO level = -9.22 eV
LUMO = -0.038 eV
Kohn-Sham gap = 0.33747 Eh

Atoms and positions in Å:
H -1.511 2.336 -0.355
N -0.549 1.840 -0.020
C -0.558 0.521 -0.016
C -1.894 -0.227 0.078
O -1.951 -1.376 -0.202
N 0.444 -0.383 0.289
N 1.666 0.237 -0.019
C 2.845 -0.452 -0.088
H -2.710 0.646 0.384
H 0.252 -1.467 0.232
H 2.538 -1.495 0.189
H 3.763 0.090 -0.425

***

Which one sits at the bottom of the stability order? arrangement x does.

***

Arrangement w

Formula: C9H18N3
Source: the Open Molecules 2025 dataset
Level of theory: ωB97M-V/def2-TZVPD

Summary:
Total charge = +1
HOMO level (alpha / beta) = -12.24 / -13.04 eV
LUMO (alpha / beta) = -4.269 / -3.974 eV
Kohn-Sham gap (alpha / beta) = 0.29288 / 0.33333 Eh

Atoms and positions in Å:
C 1.238 -0.255 1.912
C 1.725 -0.892 0.634
C -0.542 -0.659 -0.194
C 2.256 -0.066 3.000
C -1.494 -1.761 0.076
C -2.237 1.151 -0.162
C -1.262 0.342 -2.331
C 0.128 1.694 -0.746
C -0.966 0.627 -0.842
N 0.046 0.077 2.005
N 0.821 -1.050 -0.306
N 2.980 -1.261 0.492
H 2.622 -1.030 3.351
H 1.782 0.444 3.834
H 3.088 0.542 2.650
H -1.030 -2.546 0.669
H -1.848 -2.200 -0.861
H -2.365 -1.387 0.608
H -2.085 1.191 0.912
H -3.096 0.526 -0.382
H -2.451 2.153 -0.520
H -1.595 1.264 -2.800
H -0.373 0.000 -2.856
H -2.050 -0.396 -2.444
H -0.200 2.595 -1.254
H 1.059 1.374 -1.208
H 0.310 1.940 0.296
H 1.080 -1.522 -1.167
H 3.630 -1.113 1.249
H 3.340 -1.689 -0.349

***

Arrangement x

Formula: C9H18N3
Source: the Open Molecules 2025 dataset
Level of theory: ωB97M-V/def2-TZVPD

Summary:
Total charge = +1
HOMO level (alpha / beta) = -13.06 / -10.92 eV
LUMO (alpha / beta) = -2.664 / -6.283 eV
Kohn-Sham gap (alpha / beta) = 0.38197 / 0.17033 Eh

Atoms and positions in Å:
C -0.145 1.333 0.372
C -0.142 0.192 1.358
C 1.151 1.446 -0.444
C 1.618 2.759 -1.063
C 0.504 3.495 -1.644
C 0.168 -2.917 0.405
C -1.021 -2.329 -0.526
C 0.495 -2.102 1.568
C -1.045 0.072 0.122
N -0.594 -0.910 -0.788
N -2.451 0.187 0.348
N 0.844 -0.737 1.272
H -0.694 2.235 0.475
H -0.480 0.467 2.446
H 1.964 1.327 0.251
H 1.165 0.730 -1.256
H 2.305 3.271 -0.472
H 2.223 2.308 -2.084
H 0.635 4.530 -1.815
H -0.207 2.817 -2.081
H -0.031 -3.902 0.873
H 1.147 -3.160 -0.158
H -0.951 -2.851 -1.500
H -1.979 -2.527 -0.020
H -0.345 -2.023 2.172
H 1.289 -2.495 2.135
H -0.994 -0.663 -1.735
H -2.934 0.791 1.020
H -2.866 -0.702 0.343
H 1.371 -0.644 0.425

***

Which one sits at the bottom of the stability order? arrangement x does.

***

Arrangement w

Formula: C2H6O2
Source: the Open Molecules 2025 dataset
Level of theory: ωB97M-V/def2-TZVPD

Summary:
Total charge = 0
SMILES = COCO
HOMO level = -10.22 eV
LUMO = 0.921 eV
Kohn-Sham gap = 0.40926 Eh

Atoms and positions in Å:
C -0.380 -1.400 0.377
O -0.555 -0.063 0.677
C 0.382 0.833 0.251
O 0.394 0.820 -1.196
H 0.738 -1.706 0.628
H -0.911 -1.948 1.028
H -0.738 -1.502 -0.800
H 1.258 0.712 0.574
H 0.010 1.697 0.501
H 0.924 0.090 -1.545

***

Arrangement x

Formula: C2H6O2
Source: the Open Molecules 2025 dataset
Level of theory: ωB97M-V/def2-TZVPD

Summary:
Total charge = 0
SMILES = COCO
HOMO level = -9.79 eV
LUMO = 0.626 eV
Kohn-Sham gap = 0.38295 Eh

Atoms and positions in Å:
C 1.372 0.401 -0.036
O 0.625 -0.748 0.040
C -0.845 -0.608 0.022
O -1.252 0.720 -0.097
H 2.536 0.018 -0.211
H 1.406 0.973 0.790
H 1.173 1.327 -0.811
H -1.344 -1.174 -0.916
H -1.109 -0.935 0.874
H -0.804 1.258 0.806

***

Arrangement y

Formula: C2H6O2
Source: the Open Molecules 2025 dataset
Level of theory: ωB97M-V/def2-TZVPD

Summary:
Total charge = 0
SMILES = O=CO.C
HOMO level = -11.09 eV
LUMO = 0.763 eV
Kohn-Sham gap = 0.43568 Eh

Atoms and positions in Å:
O -1.866 -0.172 1.967
C -1.184 -1.131 1.765
O -0.085 -1.446 2.475
H -1.341 -1.878 0.978
H 0.190 -0.656 2.967
C 0.864 1.054 -2.020
H 0.210 1.698 -2.602
H 0.297 0.474 -1.303
H 1.333 0.365 -2.712
H 1.580 1.691 -1.516

***

Arrangement z

Formula: C2H6O2
Source: the Open Molecules 2025 dataset
Level of theory: ωB97M-V/def2-TZVPD

Summary:
Total charge = 0
SMILES = C=O.CO
HOMO level = -9.87 eV
LUMO = 0.805 eV
Kohn-Sham gap = 0.39215 Eh

Atoms and positions in Å:
C 0.343 -0.776 -1.781
O 1.333 -0.128 -1.577
H -0.133 -0.802 -2.778
H -0.108 -1.402 -0.993
C -0.527 0.286 2.154
O -0.811 0.584 0.797
H -1.130 0.874 2.852
H 0.523 0.515 2.325
H -0.676 -0.767 2.418
H -1.763 0.499 0.685

***

Which one sits at the bottom of the stability order? arrangement x does.

***

Arrangement w

Formula: C2H6O2
Source: the Open Molecules 2025 dataset
Level of theory: ωB97M-V/def2-TZVPD

Summary:
Total charge = 0
SMILES = CC(O)O
HOMO level = -10.03 eV
LUMO = 0.675 eV
Kohn-Sham gap = 0.39341 Eh

Atoms and positions in Å:
C -1.096 0.214 -0.067
C 0.376 0.019 0.480
O 1.223 0.975 0.103
O 0.783 -1.183 0.063
H -1.066 0.348 -1.090
H -1.599 -0.754 0.180
H -1.699 1.030 0.325
H 0.365 -0.012 1.544
H 1.810 0.602 -0.657
H 0.902 -1.240 -0.881

***

Arrangement x

Formula: C2H6O2
Source: the Open Molecules 2025 dataset
Level of theory: ωB97M-V/def2-TZVPD

Summary:
Total charge = 0
SMILES = OCCO
HOMO level = -10.17 eV
LUMO = 0.877 eV
Kohn-Sham gap = 0.40585 Eh

Atoms and positions in Å:
O -1.049 1.227 -0.014
C -0.762 -0.181 -0.028
C 0.735 -0.614 0.384
O 1.425 0.375 -0.348
H -1.231 1.561 -0.908
H -1.549 -0.668 0.540
H -0.767 -0.510 -1.078
H 1.314 -0.687 1.344
H 0.846 -1.645 0.000
H 1.038 1.144 0.109

***

Which one sits at the bottom of the stability order? arrangement x does.

***

Arrangement w

Formula: C4H5N2O2S
Source: the Open Molecules 2025 dataset
Level of theory: ωB97M-V/def2-TZVPD

Summary:
Total charge = -1
HOMO level (alpha / beta) = -3.25 / -3.33 eV
LUMO (alpha / beta) = 3.417 / 3.360 eV
Kohn-Sham gap (alpha / beta) = 0.24505 / 0.24579 Eh

Atoms and positions in Å:
C -0.781 1.539 -0.028
C -1.323 0.353 -0.043
C 1.243 -0.405 -0.018
C 2.029 -1.640 -0.065
N 1.570 0.798 0.006
N 0.648 1.787 -0.101
O -3.369 -0.880 -1.179
O -3.285 -0.758 1.292
S -3.099 -0.034 0.011
H -1.266 2.513 -0.004
H 1.440 -2.468 0.330
H 2.286 -1.870 -1.101
H 2.957 -1.555 0.512
H 0.951 2.619 0.388

***

Arrangement x

Formula: C4H5N2O2S
Source: the Open Molecules 2025 dataset
Level of theory: ωB97M-V/def2-TZVPD

Summary:
Total charge = -1
HOMO level (alpha / beta) = -3.36 / -2.45 eV
LUMO (alpha / beta) = 1.552 / 0.939 eV
Kohn-Sham gap (alpha / beta) = 0.18047 / 0.12442 Eh

Atoms and positions in Å:
C -2.938 -0.574 0.051
C -2.130 -0.248 -1.000
C -0.933 -0.815 0.746
C 2.521 1.378 0.917
N -2.180 -0.926 1.131
N -0.844 -0.406 -0.537
O 1.900 0.046 -1.272
O 3.907 -0.656 0.000
S 2.532 -0.127 0.054
H -4.013 -0.591 0.100
H -2.355 0.070 -2.000
H 2.990 1.281 1.886
H 1.523 1.794 0.963
H 0.020 -0.224 -1.039

***

Which one sits at the bottom of the stability order? arrangement x does.

***

Arrangement w

Formula: C4H12NO2
Source: the Open Molecules 2025 dataset
Level of theory: ωB97M-V/def2-TZVPD

Summary:
Total charge = -1
HOMO level = -3.01 eV
LUMO = 3.750 eV
Kohn-Sham gap = 0.24834 Eh

Atoms and positions in Å:
C -0.093 1.267 0.214
N 0.151 0.487 -1.028
C -1.048 -0.450 -1.325
O -0.804 -1.699 -0.954
C 1.150 1.630 1.020
C 0.985 1.189 2.471
H -0.799 0.658 0.803
H -0.632 2.190 -0.051
H 0.920 -0.116 -0.748
H -1.153 -0.363 -2.423
H -1.942 0.046 -0.851
H 2.027 1.139 0.584
H 1.471 2.670 0.968
H 1.871 1.366 3.099
H 0.869 0.102 2.485
H 0.220 1.651 3.102
H -0.647 -4.548 -2.748
H -1.134 -3.186 -2.100
O -1.412 -4.034 -2.516

***

Arrangement x

Formula: C4H12NO2
Source: the Open Molecules 2025 dataset
Level of theory: ωB97M-V/def2-TZVPD

Summary:
Total charge = -1
HOMO level = -2.51 eV
LUMO = 3.472 eV
Kohn-Sham gap = 0.21982 Eh

Atoms and positions in Å:
C -0.566 1.192 -1.150
C 0.843 1.876 -0.695
N 1.258 1.489 0.647
C 1.496 0.154 1.138
C 0.154 -0.529 1.729
O -0.935 0.341 1.546
H -0.866 1.515 -2.197
H -0.590 0.159 -1.295
H -1.317 1.465 -0.414
H 0.395 2.964 -0.597
H 1.540 1.711 -1.574
H 0.508 1.934 1.263
H 1.746 -0.455 0.283
H 2.478 0.313 1.742
H 0.306 -0.621 2.817
H 0.075 -1.564 1.292
H -1.896 -3.370 -1.892
H -2.154 -4.406 -0.869
O -2.474 -4.169 -1.774

***

Arrangement y

Formula: C4H12NO2
Source: the Open Molecules 2025 dataset
Level of theory: ωB97M-V/def2-TZVPD

Summary:
Total charge = -1
HOMO level = -3.14 eV
LUMO = 3.907 eV
Kohn-Sham gap = 0.25885 Eh

Atoms and positions in Å:
C -1.957 -1.130 -0.923
C -0.626 -1.822 -1.127
N 0.564 -1.189 -0.532
C 0.396 -0.570 0.750
C 1.442 0.685 0.950
O 1.310 1.599 0.072
H -2.170 -0.202 -1.594
H -2.862 -1.795 -1.174
H -2.028 -0.836 0.130
H -0.213 -1.856 -2.218
H -0.801 -2.892 -0.736
H 0.975 -0.579 -1.234
H -0.645 -0.077 1.067
H 0.544 -1.413 1.452
H 2.401 0.139 0.928
H 1.344 1.142 1.976
H 0.784 2.928 1.085
H 0.917 3.925 0.071
O 0.622 3.944 1.058

***

Arrangement z

Formula: C4H12NO2
Source: the Open Molecules 2025 dataset
Level of theory: ωB97M-V/def2-TZVPD

Summary:
Total charge = -1
HOMO level = -2.80 eV
LUMO = 3.794 eV
Kohn-Sham gap = 0.24216 Eh

Atoms and positions in Å:
C 0.083 -0.377 1.789
C 0.168 -1.578 0.902
N -0.519 -1.373 -0.362
C -0.241 -0.347 -1.310
C -1.045 0.920 -0.992
O -2.293 0.512 -0.411
H 0.731 -0.320 2.712
H 0.441 0.451 1.226
H -0.924 -0.137 2.126
H -0.281 -2.463 1.303
H 1.161 -1.826 0.928
H -1.495 -1.049 -0.043
H 0.871 -0.226 -1.153
H -0.332 -0.417 -2.370
H -1.014 1.517 -1.918
H -0.331 1.388 -0.181
H 2.154 2.137 0.053
H 2.814 0.896 0.468
O 3.049 1.732 0.042

***

Which one sits at the bottom of the stability order? arrangement x does.

***

Arrangement w

Formula: C4H12NO2
Source: the Open Molecules 2025 dataset
Level of theory: ωB97M-V/def2-TZVPD

Summary:
Total charge = -1
HOMO level = -3.37 eV
LUMO = 4.306 eV
Kohn-Sham gap = 0.28218 Eh

Atoms and positions in Å:
C 0.197 -0.774 -1.467
O -1.153 -0.613 -1.247
C 0.995 0.498 -1.133
C 1.561 0.550 0.279
C 0.430 0.389 1.284
N -0.465 1.548 1.290
H 0.576 -1.615 -0.841
H 0.414 -1.052 -2.521
H 1.767 0.612 -1.902
H 0.332 1.344 -1.310
H 2.251 -0.284 0.433
H 2.061 1.514 0.400
H 0.834 0.265 2.273
H -0.126 -0.507 1.030
H -1.007 1.450 0.427
H -1.167 1.390 2.002
H -3.133 -2.069 0.437
H -1.921 -1.183 -0.151
O -2.447 -1.462 0.718

***

Arrangement x

Formula: C4H12NO2
Source: the Open Molecules 2025 dataset
Level of theory: ωB97M-V/def2-TZVPD

Summary:
Total charge = -1
HOMO level = -2.65 eV
LUMO = 4.017 eV
Kohn-Sham gap = 0.24484 Eh

Atoms and positions in Å:
C 0.957 -1.485 -0.688
C 0.386 -0.012 -0.728
C 1.484 0.987 -1.047
N -0.125 0.244 0.629
C -1.134 -0.736 1.241
O -0.498 -1.721 1.950
H 1.296 -1.730 0.314
H 1.698 -1.815 -1.422
H 0.077 -2.110 -0.848
H -0.445 -0.093 -1.441
H 2.247 0.880 -0.271
H 1.138 2.038 -0.954
H 1.851 0.956 -2.068
H 0.547 0.223 1.388
H -1.737 -1.314 0.522
H -1.724 -0.060 1.886
H -1.288 1.550 0.515
H -2.754 1.950 0.750
O -1.977 2.248 0.273

***

Arrangement y

Formula: C4H12NO2
Source: the Open Molecules 2025 dataset
Level of theory: ωB97M-V/def2-TZVPD

Summary:
Total charge = -1
HOMO level = -2.40 eV
LUMO = 2.562 eV
Kohn-Sham gap = 0.18235 Eh

Atoms and positions in Å:
C -2.020 -1.706 -0.889
N -0.681 -1.892 -0.716
C 0.108 -1.186 -1.683
C -0.151 0.641 1.193
C 1.251 0.389 0.834
O 1.934 1.378 0.102
H -2.729 -2.516 -0.480
H -2.394 -1.673 -1.969
H -2.503 -0.803 -0.357
H 1.153 -0.899 -1.348
H -0.372 -0.157 -1.769
H 0.105 -1.680 -2.725
H -0.563 1.618 0.910
H -0.522 0.209 2.138
H 0.285 -0.242 0.308
H 1.894 -0.273 1.491
H 1.834 3.755 2.239
H 1.904 2.102 0.731
O 1.466 2.935 1.991

***

Which one sits at the bottom of the stability order? arrangement y does.

***

Arrangement w

Formula: C4H11N2S
Source: the Open Molecules 2025 dataset
Level of theory: ωB97M-V/def2-TZVPD

Summary:
Total charge = -1
SMILES = C[C@H](C[S-])NCN
HOMO level = -2.33 eV
LUMO = 3.654 eV
Kohn-Sham gap = 0.21973 Eh

Atoms and positions in Å:
C -2.062 0.682 -0.640
C -0.803 -0.180 -0.342
C -0.901 -1.169 0.782
S -2.346 -2.288 0.681
N 0.338 0.722 -0.079
C 1.644 -0.023 0.085
N 2.959 0.588 -0.210
H -2.925 0.035 -0.626
H -2.280 1.546 0.046
H -1.921 1.428 -1.546
H -0.543 -0.784 -1.184
H -0.990 -0.663 1.761
H 0.005 -1.728 0.931
H 0.228 1.081 0.882
H 1.543 -0.745 -0.703
H 1.792 -0.632 0.994
H 2.951 0.775 -1.194
H 3.311 1.354 0.361

***

Arrangement x

Formula: C4H11N2S
Source: the Open Molecules 2025 dataset
Level of theory: ωB97M-V/def2-TZVPD

Summary:
Total charge = -1
SMILES = NCNCCC[S-]
HOMO level = -2.31 eV
LUMO = 3.589 eV
Kohn-Sham gap = 0.21684 Eh

Atoms and positions in Å:
N 1.774 0.991 1.582
C 1.786 0.421 0.228
N 0.692 1.012 -0.529
C -0.621 0.740 0.100
C -1.650 -0.148 -0.620
C -1.051 -1.538 -0.811
S -2.308 -2.740 -1.578
H 1.069 1.452 2.111
H 2.394 0.554 2.244
H 2.775 0.697 -0.105
H 1.630 -0.665 0.280
H 0.604 0.553 -1.428
H -0.519 0.281 1.088
H -1.024 1.747 0.318
H -2.037 0.311 -1.529
H -2.435 -0.172 0.142
H -0.302 -1.454 -1.600
H -0.776 -2.040 0.108

***

Which one sits at the bottom of the stability order? arrangement x does.